Entry from OMol25: a structure of composition C69H57AsBrF9N4O2P2S2Sc at a distorted geometry (ωB97M-V/def2-TZVPD).

## Properties
2S+1: 1
Total charge: -1
Kohn-Sham gap (eV): 5.09

Each line ends with the Löwdin charge.
Cartesian coordinates (Å):
1 Sc -0.41 0.29 0.03  0.97
2 O 2.36 2.51 -4.19  0.05
3 C 3.17 1.54 -3.73  -0.26
4 C 4.44 1.41 -4.30  -0.02
5 C 5.31 0.43 -3.86  -0.07
6 C 4.95 -0.44 -2.84  -0.07
7 C 3.70 -0.31 -2.26  0.00
8 C 2.81 0.67 -2.68  -0.07
9 C 1.55 0.81 -1.95  -0.42
10 O 1.30 0.09 -0.94  -0.19
11 N 0.73 1.80 -2.33  0.05
12 N -0.31 1.97 -1.48  -0.08
13 C -0.96 3.08 -1.59  -0.10
14 C -1.97 3.38 -0.62  -0.29
15 C -2.70 4.58 -0.68  -0.01
16 C -3.61 4.88 0.30  -0.05
17 C -3.78 3.96 1.34  -0.06
18 C -3.03 2.79 1.32  -0.26
19 N -2.14 2.49 0.38  0.04
20 H 1.53 2.47 -3.65  0.06
21 H 4.72 2.08 -5.09  0.11
22 H 6.29 0.35 -4.31  0.10
23 H 5.62 -1.21 -2.51  0.09
24 H 3.39 -0.96 -1.46  0.10
25 H -0.70 3.79 -2.37  0.15
26 H -2.52 5.26 -1.51  0.12
27 H -4.18 5.79 0.27  0.11
28 H -4.48 4.15 2.13  0.11
29 H -3.16 2.06 2.12  0.11
30 F -8.42 -0.79 -3.74  0.12
31 C -7.12 -0.50 -3.56  -0.13
32 C -6.23 -0.61 -4.61  -0.12
33 F -6.67 -0.99 -5.82  0.12
34 C -4.88 -0.32 -4.41  -0.21
35 F -4.09 -0.37 -5.49  0.11
36 C -4.37 0.04 -3.17  -0.29
37 P -2.53 0.27 -2.86  1.14
38 C -2.45 1.63 -4.12  -0.34
39 C -1.86 1.55 -5.37  -0.07
40 C -1.86 2.64 -6.22  -0.07
41 C -2.45 3.83 -5.84  -0.09
42 C -3.04 3.93 -4.59  -0.09
43 C -3.05 2.83 -3.74  -0.13
44 C -1.91 -1.13 -3.85  -0.40
45 C -0.62 -1.06 -4.38  -0.21
46 C -0.17 -2.04 -5.25  -0.13
47 C -0.98 -3.12 -5.56  -0.16
48 C -2.21 -3.26 -4.94  -0.07
49 C -2.66 -2.28 -4.07  -0.10
50 C -5.30 0.20 -2.15  -0.57
51 Br -4.80 0.89 -0.48  0.95
52 C -6.65 -0.05 -2.33  -0.26
53 F -7.53 0.13 -1.33  0.07
54 H -1.40 0.62 -5.69  0.09
55 H -1.43 2.53 -7.21  0.10
56 H -2.44 4.68 -6.51  0.10
57 H -3.50 4.85 -4.27  0.10
58 H -3.53 2.90 -2.77  0.09
59 H 0.04 -0.25 -4.11  0.09
60 H 0.83 -1.99 -5.65  0.11
61 H -0.64 -3.87 -6.26  0.08
62 H -2.82 -4.13 -5.13  0.11
63 H -3.61 -2.41 -3.57  0.11
64 F -3.08 -1.57 -1.10  -0.14
65 C -2.99 -1.77 0.29  -0.14
66 F -1.62 -1.17 0.52  -0.21
67 C -2.75 -3.26 0.49  -0.62
68 F -2.21 -3.50 1.70  0.11
69 F -3.92 -3.92 0.46  0.12
70 F -1.96 -3.89 -0.40  0.11
71 C -2.72 0.46 8.45  -0.05
72 C -2.20 0.79 7.08  -0.27
73 C -2.09 2.10 6.64  -0.03
74 C -1.54 2.41 5.41  -0.32
75 C -1.50 3.85 4.98  -0.07
76 C -1.04 1.40 4.58  -0.27
77 As -0.26 2.04 2.82  1.37
78 N 0.43 0.63 1.88  -0.34
79 C 1.38 -0.23 2.35  -0.39
80 C 1.59 -1.45 1.67  -0.05
81 C 2.47 -2.40 2.15  -0.08
82 C 3.18 -2.19 3.32  -0.10
83 C 3.02 -0.99 3.98  -0.09
84 C 2.15 -0.03 3.51  -0.05
85 C 1.45 3.04 3.34  -0.24
86 C 2.05 3.64 2.22  -0.28
87 C 1.41 3.60 0.86  -0.09
88 C 3.27 4.29 2.31  -0.02
89 C 3.94 4.39 3.52  -0.27
90 C 5.30 5.00 3.61  -0.05
91 C 3.32 3.85 4.64  -0.02
92 C 2.11 3.18 4.57  -0.29
93 C 1.60 2.64 5.88  -0.05
94 C -1.28 0.07 4.95  -0.26
95 C -0.99 -1.10 4.06  -0.04
96 C -1.84 -0.21 6.20  -0.01
97 H -3.00 1.36 8.98  0.07
98 H -1.95 -0.06 9.02  0.08
99 H -3.58 -0.20 8.39  0.08
100 H -2.44 2.90 7.29  0.11
101 H -1.83 4.50 5.79  0.08
102 H -2.15 4.00 4.12  0.06
103 H -0.49 4.15 4.67  0.05
104 H 0.99 -1.65 0.76  0.05
105 H 2.57 -3.34 1.63  0.09
106 H 3.83 -2.96 3.71  0.10
107 H 3.56 -0.80 4.90  0.10
108 H 2.04 0.89 4.06  0.06
109 H 0.33 3.77 0.93  0.04
110 H 1.58 2.63 0.38  0.07
111 H 1.83 4.37 0.21  0.09
112 H 3.70 4.72 1.42  0.11
113 H 5.63 5.36 2.64  0.07
114 H 6.02 4.26 3.97  0.08
115 H 5.30 5.83 4.32  0.08
116 H 3.82 3.94 5.59  0.12
117 H 2.43 2.29 6.49  0.08
118 H 0.90 1.82 5.74  0.05
119 H 1.09 3.42 6.45  0.09
120 H -1.16 -0.84 3.01  0.05
121 H -1.64 -1.94 4.30  0.09
122 H 0.05 -1.42 4.17  0.08
123 H -1.98 -1.25 6.48  0.12
124 S 1.00 -5.05 -4.21  0.26
125 P 1.39 -4.28 -2.44  0.09
126 S 0.63 -2.49 -1.98  0.41
127 C 3.22 -4.21 -2.23  -0.35
128 C 4.04 -4.80 -3.18  -0.11
129 C 5.42 -4.77 -3.02  -0.09
130 C 5.97 -4.16 -1.91  -0.11
131 C 5.15 -3.55 -0.97  -0.10
132 C 3.78 -3.57 -1.13  -0.12
133 C 0.94 -5.49 -1.13  -0.36
134 C 0.69 -5.04 0.16  -0.13
135 C 0.40 -5.95 1.16  -0.09
136 C 0.33 -7.30 0.87  -0.10
137 C 0.54 -7.74 -0.43  -0.10
138 C 0.85 -6.84 -1.43  -0.11
139 H 3.58 -5.28 -4.03  0.04
140 H 6.06 -5.24 -3.76  0.10
141 H 7.04 -4.14 -1.77  0.09
142 H 5.58 -3.06 -0.11  0.10
143 H 3.13 -3.08 -0.43  0.06
144 H 0.73 -3.99 0.37  0.05
145 H 0.23 -5.59 2.17  0.10
146 H 0.10 -8.01 1.65  0.09
147 H 0.47 -8.80 -0.66  0.09
148 H 1.02 -7.17 -2.44  0.06

---

Entry from OMol25: a structure of composition C69H62CaN4O9P2Se2 at a distorted geometry (ωB97M-V/def2-TZVPD).

## Properties
2S+1: 1
Total charge: -2
Kohn-Sham gap (eV): 7.07

Each line ends with the Löwdin charge.
Cartesian coordinates (Å):
1 Ca 0.34 0.43 -0.21  1.35
2 Se -1.62 -2.56 6.80  0.22
3 P -1.64 -3.58 4.95  0.53
4 C -3.09 -4.67 4.83  -0.35
5 C -3.07 -5.80 4.02  -0.11
6 C -4.14 -6.68 4.00  -0.09
7 C -5.26 -6.42 4.78  -0.10
8 C -5.29 -5.29 5.58  -0.09
9 C -4.21 -4.43 5.62  -0.11
10 C -0.22 -4.73 4.81  -0.34
11 C 0.93 -4.28 4.18  -0.06
12 C 2.06 -5.09 4.14  -0.07
13 C 2.04 -6.34 4.73  -0.09
14 C 0.90 -6.79 5.37  -0.09
15 C -0.23 -5.98 5.42  -0.10
16 C -1.41 -2.52 3.51  -0.45
17 C -1.32 -2.59 2.10  -0.42
18 N -0.60 -1.53 1.72  -0.04
19 N -0.33 -0.80 2.78  -0.03
20 N -0.79 -1.37 3.87  -0.04
21 P -1.59 -3.70 0.71  0.56
22 Se -1.71 -2.76 -1.17  0.40
23 C -0.19 -4.84 0.78  -0.33
24 C 1.04 -4.26 0.48  -0.07
25 C 2.20 -5.01 0.55  -0.05
26 C 2.14 -6.35 0.92  -0.09
27 C 0.92 -6.93 1.23  -0.10
28 C -0.25 -6.18 1.17  -0.10
29 C -3.17 -4.56 0.96  -0.37
30 C -4.18 -3.91 1.66  -0.09
31 C -5.47 -4.42 1.66  -0.08
32 C -5.76 -5.58 0.96  -0.10
33 C -4.75 -6.24 0.26  -0.09
34 C -3.47 -5.73 0.25  -0.11
35 H -2.19 -6.01 3.44  0.09
36 H -4.11 -7.55 3.36  0.10
37 H -6.11 -7.09 4.75  0.10
38 H -6.16 -5.09 6.20  0.10
39 H -4.20 -3.57 6.28  0.05
40 H 0.95 -3.31 3.71  0.11
41 H 2.95 -4.73 3.62  0.09
42 H 2.92 -6.97 4.69  0.10
43 H 0.88 -7.76 5.84  0.09
44 H -1.12 -6.33 5.93  0.11
45 H 1.09 -3.21 0.20  0.09
46 H 3.15 -4.55 0.33  0.07
47 H 3.04 -6.94 0.99  0.10
48 H 0.86 -7.97 1.53  0.10
49 H -1.20 -6.64 1.40  0.08
50 H -3.95 -3.00 2.20  0.10
51 H -6.25 -3.91 2.21  0.10
52 H -6.77 -5.98 0.96  0.10
53 H -4.98 -7.14 -0.29  0.10
54 H -2.70 -6.21 -0.34  0.11
55 C 4.17 3.45 -0.29  0.03
56 C 4.52 2.52 -1.44  -0.59
57 C 5.66 3.03 -2.29  0.01
58 O 4.85 1.22 -0.97  -0.02
59 C 3.71 0.36 -1.10  -0.12
60 C 2.64 1.26 -1.76  -0.12
61 O 3.40 2.34 -2.27  -0.03
62 C 1.66 0.62 -2.86  -0.41
63 O 0.45 0.41 -2.27  -0.38
64 C 2.26 -0.71 -3.37  -0.12
65 C 3.37 -0.79 -4.21  -0.04
66 C 3.88 -2.02 -4.60  -0.10
67 C 3.29 -3.20 -4.17  -0.12
68 C 2.18 -3.13 -3.33  -0.08
69 C 1.68 -1.90 -2.93  -0.02
70 C 1.47 1.52 -4.11  -0.09
71 C 0.17 1.59 -4.61  -0.01
72 C -0.13 2.30 -5.77  -0.10
73 C 0.87 2.97 -6.46  -0.13
74 C 2.17 2.92 -5.97  -0.10
75 C 2.46 2.20 -4.82  -0.05
76 C 3.30 -0.35 0.25  -0.44
77 O 2.00 -0.74 0.16  -0.33
78 C 3.56 0.59 1.45  -0.14
79 C 2.52 1.01 2.26  -0.03
80 C 2.75 1.81 3.38  -0.08
81 C 4.04 2.20 3.70  -0.10
82 C 5.10 1.77 2.91  -0.10
83 C 4.86 0.97 1.81  -0.06
84 C 4.16 -1.63 0.48  -0.09
85 C 4.44 -2.07 1.77  -0.02
86 C 5.13 -3.26 2.00  -0.10
87 C 5.56 -4.04 0.93  -0.13
88 C 5.24 -3.64 -0.36  -0.11
89 C 4.54 -2.46 -0.58  -0.02
90 H 4.99 3.49 0.43  0.09
91 H 3.28 3.11 0.23  0.08
92 H 3.98 4.45 -0.67  0.09
93 H 6.54 3.20 -1.67  0.08
94 H 5.38 3.97 -2.77  0.09
95 H 5.90 2.29 -3.05  0.09
96 H 4.00 -0.41 -1.81  0.11
97 H 1.98 1.67 -0.98  0.10
98 H 3.85 0.11 -4.56  0.10
99 H 4.74 -2.06 -5.26  0.09
100 H 3.68 -4.16 -4.48  0.09
101 H 1.71 -4.03 -2.97  0.10
102 H 0.83 -1.84 -2.27  0.05
103 H -0.60 1.07 -4.05  0.10
104 H -1.15 2.33 -6.12  0.09
105 H 0.64 3.53 -7.36  0.08
106 H 2.96 3.44 -6.49  0.09
107 H 3.48 2.20 -4.46  0.09
108 H 1.50 0.70 2.08  0.07
109 H 1.92 2.10 4.00  0.11
110 H 4.22 2.84 4.56  0.09
111 H 6.12 2.06 3.15  0.09
112 H 5.69 0.62 1.21  0.12
113 H 4.12 -1.48 2.62  0.12
114 H 5.34 -3.56 3.02  0.09
115 H 6.11 -4.96 1.11  0.09
116 H 5.53 -4.25 -1.20  0.10
117 H 4.28 -2.21 -1.60  0.09
118 O -1.49 3.53 -0.39  0.01
119 C -0.44 3.50 0.25  -0.60
120 O 0.34 2.51 0.40  -0.18
121 C 0.00 4.77 0.97  -0.11
122 C -0.69 5.95 0.76  -0.03
123 C -0.33 7.14 1.40  0.00
124 C 0.74 7.07 2.25  -0.23
125 O 1.30 8.09 3.01  0.01
126 C 2.38 7.49 3.72  -0.16
127 O 2.45 6.12 3.38  0.02
128 C 1.43 5.90 2.47  -0.19
129 C 1.09 4.73 1.85  0.08
130 H -1.53 5.93 0.08  0.11
131 H -0.85 8.07 1.23  0.11
132 H 2.21 7.59 4.79  0.13
133 H 3.32 7.99 3.43  0.13
134 H 1.63 3.80 2.00  0.10
135 C -5.22 1.32 -0.07  -0.06
136 N -3.96 0.83 0.42  -0.13
137 C -3.84 0.66 1.86  -0.03
138 C -2.83 0.71 -0.33  -0.49
139 C -2.87 0.98 -1.81  0.02
140 O -1.78 0.40 0.21  -0.17
141 H -6.02 0.88 0.54  0.08
142 H -5.40 1.02 -1.09  0.07
143 H -5.29 2.41 0.00  0.09
144 H -4.30 -0.28 2.19  0.08
145 H -4.35 1.49 2.36  0.09
146 H -2.80 0.66 2.15  0.08
147 H -3.81 0.74 -2.28  0.07
148 H -2.06 0.41 -2.26  0.06
149 H -2.64 2.04 -1.93  0.09

---

Entry from OMol25: a structure of composition C69H69CsFN10O4PSb at a distorted geometry (ωB97M-V/def2-TZVPD).

## Properties
2S+1: 1
Total charge: +1
Kohn-Sham gap (eV): 6.13

Each line ends with the Löwdin charge.
Cartesian coordinates (Å):
1 Cs 0.39 0.93 -0.42  1.46
2 C -0.23 3.21 1.77  -0.08
3 C -1.61 3.27 1.19  -0.34
4 C -2.60 4.06 1.77  -0.04
5 C -3.86 4.08 1.21  -0.07
6 C -4.10 3.35 0.05  -0.14
7 C -3.05 2.63 -0.50  -0.45
8 N -1.84 2.58 0.07  -0.05
9 Sb -3.38 1.88 -2.51  1.52
10 C -3.34 -0.28 -2.34  -0.46
11 C -4.52 -0.98 -2.58  -0.13
12 C -4.47 -2.36 -2.68  -0.07
13 C -3.24 -2.99 -2.58  -0.05
14 C -2.10 -2.23 -2.34  -0.33
15 C -0.75 -2.86 -2.21  -0.01
16 N -2.16 -0.90 -2.21  0.06
17 C -1.43 2.05 -3.43  -0.45
18 C -1.30 2.93 -4.49  -0.12
19 C -0.09 2.97 -5.18  -0.05
20 C 0.93 2.12 -4.79  -0.01
21 C 0.71 1.25 -3.72  -0.35
22 C 1.78 0.29 -3.27  -0.08
23 N -0.44 1.23 -3.06  -0.08
24 H -0.22 3.59 2.80  0.08
25 H 0.46 3.79 1.16  0.08
26 H 0.14 2.18 1.76  -0.02
27 H -2.38 4.64 2.66  0.12
28 H -4.65 4.68 1.65  0.11
29 H -5.07 3.36 -0.43  0.08
30 H -5.45 -0.44 -2.69  0.09
31 H -5.37 -2.93 -2.87  0.11
32 H -3.17 -4.07 -2.68  0.12
33 H -0.68 -3.77 -2.81  0.09
34 H -0.54 -3.11 -1.17  0.04
35 H 0.01 -2.16 -2.54  0.06
36 H -2.12 3.58 -4.77  0.08
37 H 0.05 3.66 -6.00  0.11
38 H 1.88 2.13 -5.30  0.12
39 H 2.71 0.49 -3.80  0.09
40 H 1.46 -0.74 -3.45  0.08
41 H 1.96 0.43 -2.21  -0.05
42 C 7.51 4.70 0.98  -0.06
43 C 7.34 3.37 0.25  -0.19
44 N 6.07 2.73 0.54  -0.03
45 C 5.03 2.90 -0.33  0.03
46 C 3.77 2.43 -0.16  -0.02
47 C 2.74 2.79 -1.26  -0.70
48 O 3.20 2.88 -2.40  0.00
49 O 1.58 2.97 -0.84  -0.33
50 C 3.47 1.63 1.00  -0.33
51 O 2.41 1.03 1.19  -0.22
52 C 4.57 1.53 1.98  -0.04
53 C 4.32 0.89 3.19  0.08
54 C 5.31 0.76 4.12  -0.20
55 F 5.03 0.18 5.31  0.06
56 C 6.61 1.21 3.86  -0.16
57 C 6.86 1.86 2.67  0.05
58 C 5.84 2.06 1.72  -0.13
59 N 7.69 1.00 4.77  -0.09
60 C 8.22 2.16 5.44  -0.14
61 C 9.67 1.91 5.83  -0.09
62 N 9.72 0.67 6.69  0.06
63 C 9.11 -0.51 5.99  -0.08
64 C 7.67 -0.16 5.64  -0.15
65 H 8.45 5.17 0.70  0.08
66 H 7.49 4.57 2.06  0.06
67 H 6.70 5.38 0.71  0.09
68 H 8.16 2.69 0.49  0.11
69 H 7.38 3.53 -0.83  0.12
70 H 5.26 3.44 -1.24  0.15
71 H 3.32 0.51 3.38  0.14
72 H 7.87 2.20 2.48  0.11
73 H 7.64 2.42 6.34  0.14
74 H 8.19 3.02 4.77  0.14
75 H 10.09 2.74 6.40  0.14
76 H 10.28 1.71 4.95  0.14
77 H 9.19 0.85 7.55  0.18
78 H 10.68 0.47 6.97  0.18
79 H 9.17 -1.37 6.66  0.14
80 H 9.70 -0.69 5.10  0.14
81 H 7.10 0.00 6.56  0.13
82 H 7.23 -1.01 5.12  0.14
83 C -2.83 -1.02 1.00  -0.05
84 C -3.20 -2.37 1.62  -0.36
85 C -4.72 -2.56 1.60  -0.05
86 C -2.56 -3.50 0.83  -0.27
87 C -2.85 -4.92 1.36  -0.08
88 O -1.60 -5.61 1.19  0.00
89 C -0.68 -4.65 0.92  -0.33
90 N -1.09 -3.46 0.77  0.14
91 C 0.71 -5.12 0.73  -0.14
92 C 0.90 -6.49 0.53  -0.01
93 C 2.15 -7.00 0.22  -0.07
94 C 3.22 -6.13 0.10  -0.07
95 C 3.04 -4.77 0.32  -0.08
96 C 1.80 -4.23 0.67  -0.27
97 P 1.59 -2.42 1.10  1.12
98 C 3.38 -1.97 1.11  -0.39
99 C 3.86 -1.44 -0.08  -0.11
100 C 5.21 -1.14 -0.26  -0.07
101 C 6.11 -1.40 0.77  -0.09
102 C 5.64 -1.91 1.97  -0.09
103 C 4.28 -2.17 2.15  -0.09
104 C 1.20 -2.67 2.88  -0.36
105 C 0.21 -1.86 3.44  -0.10
106 C -0.23 -2.07 4.74  -0.08
107 C 0.34 -3.07 5.51  -0.08
108 C 1.34 -3.88 4.97  -0.08
109 C 1.76 -3.68 3.66  -0.10
110 H -3.64 -0.29 1.15  0.08
111 H -2.68 -1.12 -0.08  0.05
112 H -1.93 -0.59 1.42  0.04
113 H -2.85 -2.42 2.65  0.13
114 H -5.09 -2.50 0.57  0.08
115 H -5.21 -1.78 2.18  0.08
116 H -5.03 -3.52 2.01  0.07
117 H -2.92 -3.41 -0.20  0.12
118 H -3.61 -5.45 0.80  0.13
119 H -3.11 -4.92 2.42  0.13
120 H 0.05 -7.14 0.60  0.12
121 H 2.28 -8.06 0.07  0.11
122 H 4.20 -6.50 -0.15  0.11
123 H 3.90 -4.12 0.23  0.09
124 H 3.17 -1.25 -0.90  0.10
125 H 5.55 -0.72 -1.19  0.11
126 H 7.16 -1.20 0.63  0.10
127 H 6.33 -2.11 2.78  0.09
128 H 3.95 -2.55 3.11  0.10
129 H -0.25 -1.09 2.82  0.08
130 H -1.02 -1.46 5.15  0.07
131 H -0.01 -3.24 6.52  0.10
132 H 1.77 -4.67 5.56  0.10
133 H 2.50 -4.35 3.24  0.11
134 C -3.76 1.83 5.13  -0.04
135 C -3.33 1.57 3.84  -0.13
136 N -2.08 1.23 3.54  0.10
137 C -1.21 1.12 4.54  -0.11
138 C -1.54 1.31 5.88  -0.22
139 C -2.85 1.69 6.16  -0.03
140 C -0.53 1.12 6.93  -0.03
141 C -0.63 0.33 7.99  -0.03
142 C -1.71 -0.63 8.29  -0.28
143 C -1.99 -0.98 9.61  -0.01
144 C -3.02 -1.89 9.82  -0.12
145 N -3.71 -2.42 8.82  0.08
146 C -3.35 -2.04 7.60  -0.19
147 N -2.40 -1.18 7.28  0.14
148 H -4.78 2.13 5.32  0.11
149 H -4.02 1.65 3.00  0.10
150 H -0.20 0.86 4.26  0.11
151 H -3.15 1.86 7.19  0.12
152 H 0.38 1.71 6.83  0.11
153 H 0.17 0.35 8.73  0.11
154 H -1.43 -0.57 10.44  0.11
155 H -3.30 -2.20 10.82  0.11
156 H -3.89 -2.48 6.77  0.11

---

Summary of E in a.u.
-10981.64469, -9726.20769, -4220.64502
(order as listed above)